No. 1
An isolated molecule of C5H12O. Source: the Open Molecules 2025 dataset; level of theory: wB97M-V/def2-TZVPD.

Last column: Mulliken charge in e.
Atoms and positions in Å:
C 2.0505 -0.3123 -0.1782  -0.762
O 1.0431 0.3305 0.5519  -0.417
C -0.3222 0.1796 0.1542  1.686
C -0.5267 1.0904 -1.0818  -1.338
C -0.7081 -1.2735 -0.1844  -1.796
C -1.0103 0.5303 1.4843  -1.563
H 2.6530 0.4021 -0.7563  0.254
H 1.6702 -1.0763 -0.8665  0.336
H 2.6948 -0.7985 0.5596  0.254
H 0.4404 1.1641 -1.5969  0.312
H -1.2325 0.6783 -1.8109  0.321
H -0.8225 2.1151 -0.8383  0.314
H -0.5082 -1.5423 -1.2268  0.439
H -0.1832 -1.9705 0.4769  0.405
H -1.7825 -1.4174 -0.0202  0.442
H -0.5106 -0.0924 2.2369  0.364
H -0.8469 1.5731 1.7695  0.352
H -2.0777 0.2969 1.5225  0.397

- HOMO level (eV) = -9.5
- relative energy (zero: lowest compared OMol25 entry of this formula, charge and spin) (kcal per mole) = 19.4
- LUMO (eV) = 0.95
- 2S+1 = 1

No. 2
A cluster of 29 separate species, H58O29 in total at a distorted geometry. Source: the Open Molecules 2025 dataset; level of theory: wB97M-V/def2-TZVPD.

Last column: Mulliken charge in e.
Atoms and positions in Å:
O 3.4503 -15.9247 -1.6840  -0.051
H 3.3047 -15.3706 -0.8822  0.016
H 2.7832 -16.6543 -1.4938  0.330
O 2.2151 -10.6082 -1.1519  -0.671
H 1.4721 -10.6967 -1.7820  0.386
H 3.0001 -10.2311 -1.6248  0.319
O 2.3066 -18.3058 -1.2578  -0.501
H 2.7820 -19.0527 -1.6556  0.206
H 1.3935 -18.4687 -1.0891  0.287
O 4.7586 -15.9792 -5.8785  -0.678
H 5.2503 -15.7195 -6.7052  0.303
H 5.1633 -15.4078 -5.2124  0.386
O 4.2910 -13.7204 1.3078  -0.573
H 4.8973 -13.4505 0.6324  0.198
H 4.8115 -13.7024 2.1308  0.330
O 1.0956 -15.3799 -4.6336  -0.609
H 0.7585 -15.4305 -5.5227  0.259
H 2.0576 -15.6326 -4.6178  0.336
O 8.3889 -16.0849 -2.0837  -0.670
H 8.9830 -16.1087 -1.3327  0.322
H 7.9696 -16.9446 -2.0501  0.301
O 8.1877 -19.0779 1.5136  -0.702
H 9.0695 -18.8853 1.7475  0.281
H 7.7000 -18.2472 1.2647  0.249
O 1.7605 -14.5654 0.7221  -0.537
H 1.4656 -13.6637 0.6675  0.351
H 2.6681 -14.4578 0.8867  0.006
O 0.8996 -14.2938 -2.1801  -0.553
H 0.4449 -14.5319 -3.0138  0.329
H 0.6970 -14.9867 -1.5359  0.183
O 10.0035 -16.5187 2.6060  -0.568
H 9.6555 -15.7364 2.1925  0.327
H 10.5662 -16.0786 3.2078  0.317
O 1.2118 -18.3079 2.5140  -0.643
H 0.3914 -17.8423 2.6989  0.292
H 1.7596 -18.2511 3.3443  0.230
O 7.0638 -16.4959 3.7993  -0.730
H 6.7256 -17.4371 3.9318  0.284
H 7.7643 -16.6955 3.2010  0.293
O 5.9031 -14.8525 -3.6200  -0.577
H 6.6302 -15.1001 -3.0871  0.323
H 5.3167 -14.5028 -3.0251  0.307
O 5.4346 -20.0515 0.8682  -0.613
H 6.3848 -20.3033 0.9911  0.310
H 5.3625 -19.2926 0.2319  0.306
O 3.9539 -13.1881 -2.3416  -0.669
H 3.6984 -12.4479 -1.7207  0.271
H 3.1488 -13.6975 -2.5273  0.153
O 3.1765 -17.3633 4.7301  -0.612
H 2.9132 -16.4307 4.8860  0.308
H 3.9385 -17.6191 5.3010  0.269
O 3.9647 -22.4553 -1.1015  -0.668
H 4.2944 -21.5742 -0.9056  0.394
H 3.6357 -22.8225 -0.2384  0.299
O 5.5427 -17.4418 -1.1551  -0.568
H 5.2476 -18.1489 -1.7939  0.185
H 4.7136 -16.8246 -1.2422  0.258
O 4.1943 -19.8622 -2.4523  -0.586
H 4.1193 -19.1858 -3.2261  0.316
H 4.2823 -20.7662 -2.8511  0.272
O 6.5789 -16.7697 1.0972  0.465
H 6.2799 -16.9140 0.1462  0.295
H 5.7342 -16.5491 1.6376  -0.113
O 4.3575 -17.6915 -4.0071  -0.679
H 4.5889 -17.3410 -4.8844  0.363
H 4.3004 -16.9107 -3.4413  0.218
O 3.8810 -16.5810 1.8989  0.464
H 3.2549 -17.2949 1.5599  0.167
H 3.8907 -16.8417 2.8489  -0.097
O 8.7183 -14.7748 0.9103  -0.741
H 8.4594 -13.9466 0.5279  0.299
H 8.0158 -15.4275 0.6880  0.247
O -0.1867 -19.0974 0.1565  -0.649
H 0.3805 -19.1442 0.8905  0.355
H -0.7492 -19.8905 0.1312  0.301
O 2.2504 -14.5964 4.0181  -0.635
H 2.0717 -14.8325 3.0935  0.312
H 1.5646 -14.0164 4.3545  0.256
O -0.1508 -11.5291 -2.4964  -0.702
H -0.8220 -11.2908 -1.8131  0.313
H -0.1011 -12.5044 -2.4767  0.346
O 5.0730 -18.9738 3.6588  -0.522
H 5.7173 -19.6129 4.0009  0.281
H 4.8114 -19.2490 2.7437  0.212
O 5.5370 -14.1412 3.9143  -0.775
H 6.1420 -14.8948 3.7119  0.418
H 4.6640 -14.4707 4.1427  0.288

- HOMO level (eV) = -10.8
- relative energy (zero: lowest compared OMol25 entry of this formula, charge and spin) (kcal per mole) = 45.3
- LUMO (eV) = 0.09
- 2S+1 = 1

No. 3
A cluster of 2 separate species, C2H5IO3S in total at a distorted geometry. Source: the Open Molecules 2025 dataset; level of theory: wB97M-V/def2-TZVPD.

Last column: Mulliken charge in e.
Atoms and positions in Å:
C 0.2676 -1.1623 -1.1808  -0.731
S 1.5507 -0.8154 -0.1304  0.785
O 2.6454 -1.7566 -0.1048  -0.547
O 1.0382 -0.7458 1.4025  -0.433
I 2.4531 1.4147 -0.2240  0.016
H -0.3302 -0.3545 -1.6336  0.280
H 0.8616 -1.6572 -2.0258  0.259
H 0.2706 -0.2932 1.7316  0.387
C -2.1501 1.3226 0.5722  -0.050
O -1.0228 1.2607 1.0280  -0.406
H -2.4390 1.9579 -0.2988  0.227
H -3.1452 0.8291 0.8637  0.214

- HOMO level (alpha / beta) (eV) = -8.7 / -8.7
- relative energy (zero: lowest compared OMol25 entry of this formula, charge and spin) (kcal per mole) = 47.5
- LUMO (alpha / beta) (eV) = -0.68 / -0.68
- 2S+1 = 1

No. 4
A structure of composition C36H24AsCl2N4NaO2S at a distorted geometry. Source: the Open Molecules 2025 dataset; level of theory: wB97M-V/def2-TZVPD.

Last column: Mulliken charge in e.
Atoms and positions in Å:
Na -1.8849 -0.6792 2.2549  0.845
Cl -3.8916 1.2502 -4.4894  -0.298
C -3.5124 0.2868 -3.0858  0.340
C -3.5047 0.9043 -1.8430  -0.838
C -2.9625 0.2024 -0.7284  0.162
N -2.7660 0.7334 0.5068  -0.418
C -2.8022 2.0878 0.7387  0.386
O -2.9403 2.9429 -0.1390  -0.753
C -2.6874 2.5421 2.1311  0.382
C -3.0564 3.8707 2.3049  -0.473
C -2.8974 4.4782 3.5585  -0.305
C -2.4506 3.7301 4.6285  -0.598
C -2.1776 2.3661 4.3783  -0.198
N -2.2848 1.7866 3.1892  -0.053
C -2.6447 -1.1878 -0.8917  0.115
C -2.7463 -1.7931 -2.1579  -0.727
C -3.2173 -1.0605 -3.2418  -0.031
Cl -3.1639 -1.9533 -4.7131  -0.278
N -2.2660 -1.8942 0.2203  -0.356
C -1.8616 -3.1640 0.1381  0.255
O -1.3880 -3.7477 -0.8795  -0.771
C -1.8219 -3.9962 1.3711  0.497
C -2.0312 -5.3637 1.1374  -0.574
C -2.2844 -6.2320 2.1823  -0.435
C -2.0083 -5.7753 3.4760  -0.475
C -1.6849 -4.4170 3.6198  -0.252
N -1.6034 -3.5525 2.6171  -0.221
H -3.9192 1.8802 -1.6692  0.504
H -3.4201 4.4414 1.4254  0.338
H -3.1540 5.5678 3.6336  0.293
H -2.3572 4.0941 5.6463  0.369
H -1.7480 1.7659 5.2247  0.319
H -2.5707 -2.8233 -2.2485  0.663
H -2.0104 -5.6982 0.1105  0.415
H -2.6120 -7.2319 2.0065  0.414
H -2.0518 -6.3751 4.3808  0.338
H -1.5388 -3.9798 4.6057  0.394
S 1.6914 0.3828 2.1486  -0.387
C 3.3674 0.2094 1.7042  -0.331
C 4.5338 0.1616 2.5050  -0.437
C 5.8021 -0.0254 1.9349  -0.493
C 5.9369 -0.1308 0.5562  -0.493
C 4.8412 -0.1019 -0.2790  -0.499
C 3.5590 0.0749 0.3010  0.160
As 1.7530 -0.0600 -0.4672  0.679
C 1.4770 1.8913 -0.9017  0.505
C 1.6506 2.8569 0.0664  -0.232
C 0.9459 4.0464 0.0086  -0.636
C 0.1275 4.3181 -1.1106  -0.444
C -0.0105 3.3447 -2.1075  -0.437
C 0.7041 2.1592 -2.0484  -0.341
C 2.3867 -0.5427 -2.2763  0.214
C 3.1554 0.3474 -3.0109  -0.182
C 3.6425 -0.0470 -4.2666  -0.758
C 3.2254 -1.2628 -4.8354  -0.404
C 2.4104 -2.1391 -4.1250  -0.468
C 2.0000 -1.7941 -2.8258  -0.806
H 4.4413 0.3447 3.5733  0.339
H 6.6920 -0.0146 2.5852  0.279
H 6.9063 -0.2935 0.1336  0.362
H 4.8814 -0.2268 -1.3506  0.346
H 2.2333 2.6634 0.9801  0.275
H 1.1460 4.7564 0.8085  0.393
H -0.4414 5.2485 -1.2336  0.275
H -0.6154 3.5673 -3.0139  0.253
H 0.6872 1.4635 -2.9107  0.301
H 3.4002 1.2959 -2.5619  0.569
H 4.3398 0.5840 -4.7905  0.376
H 3.5696 -1.4822 -5.8383  0.342
H 2.0496 -3.1133 -4.5307  0.311
H 1.4329 -2.4884 -2.2200  0.396

- HOMO level (eV) = -1.3
- charge = -2
- LUMO (eV) = 3.32
- 2S+1 = 1

No. 5
A structure of composition C4H9NO at a distorted geometry. Source: the Open Molecules 2025 dataset; level of theory: wB97M-V/def2-TZVPD.

Last column: Mulliken spin population.
Atoms and positions in Å:
C -1.8327 -0.2124 -0.7982  -0.005
N -1.9297 0.7173 0.1185  0.002
C 1.9095 0.7401 -0.5706  0.173
C 1.9206 -0.0991 0.6523  0.658
C 0.7144 -0.1879 1.5027  -0.019
O -0.8903 -1.0299 -0.9738  0.006
H -2.6222 -0.2063 -1.5925  0.002
H -2.7792 1.2597 -0.0196  0.000
H 1.3640 -0.3157 -0.6307  0.030
H 2.8270 0.8670 -1.1063  0.022
H 1.3155 1.6310 -0.5114  0.021
H 2.5054 -0.9908 0.7933  0.034
H -0.1504 -0.5285 0.9189  0.047
H 0.8293 -0.8157 2.3755  0.009
H 0.2682 0.7581 1.8275  0.019

- HOMO level (alpha / beta) (eV) = -1.9 / -3.6
- charge = -1
- relative energy (zero: lowest compared OMol25 entry of this formula, charge and spin) (kcal per mole) = 30.7
- expectation value of S² = 0.754
- LUMO (alpha / beta) (eV) = 4.43 / 4.37
- 2S+1 = 2